# 1
# C23H26AsNO3PtS2

A structure of composition C23H26AsNO3PtS2 (ωB97M-V/def2-TZVPD, the Open Molecules 2025 dataset).

## Properties
- relative energy (zero: lowest compared OMol25 entry of this formula, charge and spin) (eV) = 0.0000
- charge = -2
- LUMO (spin up / spin down) (eV) = 4.685 / 4.685
- HOMO energy (spin up / spin down) (hartree) = -0.0288 / -0.0289

Element x y z (Å)
Pt1 -1.1025 0.7031 1.0490
As1 -1.3905 2.2099 -0.6773
S1 1.7153 2.6346 -1.2858
S2 -0.7725 -2.3160 0.5122
O1 -0.5051 -3.4229 -0.3879
O2 0.1739 -2.1293 1.5871
O3 -1.0629 -1.0533 -0.2550
N1 -1.3301 1.4764 2.7285
C1 -2.1641 -0.0786 -4.0834
C2 -4.0598 3.1198 -1.5899
C3 -1.0284 1.8798 -4.8886
C4 -1.6560 0.6655 -5.1396
C5 -0.9157 2.3503 -3.5864
C6 -5.1655 3.1516 0.9490
C7 -5.9380 3.5278 -0.1428
C8 -0.5462 1.7866 4.9470
C9 -1.3799 5.1235 -0.5488
C10 -3.8466 2.7523 0.7730
C11 -5.3827 3.5084 -1.4160
C12 -0.4403 3.6656 3.2960
C13 1.1426 1.7413 3.1009
C14 -2.3251 -2.6710 1.3052
C15 0.5773 6.4782 -0.7594
C16 -0.7931 6.3817 -0.5460
C17 -0.2923 2.1464 3.4761
C18 1.3477 5.3527 -0.9797
C19 -2.0527 0.3930 -2.7797
C20 -1.4328 1.6130 -2.5305
C21 -0.6211 3.9793 -0.7745
C22 -3.2801 2.7397 -0.5001
C23 0.7871 4.0549 -1.0026
H1 -1.4552 3.9726 3.5605
H2 -3.2351 2.4388 1.6201
H3 -1.3888 7.2692 -0.3677
H4 -1.7360 0.2931 -6.1550
H5 -2.4421 5.0313 -0.3641
H6 -5.5970 3.1603 1.9436
H7 1.2474 0.6595 3.2074
H8 1.0503 7.4563 -0.7452
H9 -3.6257 3.1104 -2.5841
H10 -6.9705 3.8292 -0.0035
H11 -0.6141 2.4537 -5.7099
H12 -5.9798 3.7977 -2.2739
H13 -1.5582 2.0882 5.2262
H14 0.2777 4.2089 3.9203
H15 -2.1706 -3.5013 1.9914
H16 1.8886 2.2420 3.7335
H17 -3.0605 -2.9274 0.5451
H18 -0.4554 0.7065 5.0779
H19 2.4161 5.4411 -1.1362
H20 -0.2591 3.9336 2.2509
H21 -0.4061 3.2844 -3.3810
H22 -2.4058 -0.1985 -1.9448
H23 1.3426 1.9963 2.0577
H24 0.1769 2.2871 5.6003
H25 -2.6327 -1.0375 -4.2719
H26 -2.6150 -1.7709 1.8463


# 2
# C8H18Mn2O12S2

A structure of composition C8H18Mn2O12S2 at a distorted geometry (ωB97M-V/def2-TZVPD, the Open Molecules 2025 dataset).

## Properties
- charge = +2
- LUMO (spin up / spin down) (eV) = -9.415 / -9.441
- 2S+1 = 11
- HOMO energy (spin up / spin down) (hartree) = -0.5151 / -0.5116

Element x y z (Å)
Mn1 3.3536 2.3203 0.6013
Mn2 3.9783 3.3677 -4.2480
S1 0.1406 1.7125 1.9678
S2 -0.5089 -1.9844 -0.7811
O1 2.8711 2.4336 -2.6109
O2 2.4823 1.2713 -0.9733
O3 -1.7064 -1.2634 -0.3552
O4 -0.7129 2.4266 2.9606
O5 -0.2490 -3.2648 0.3203
O6 0.7676 6.1149 -5.3977
O7 1.6251 0.5772 -3.0122
O8 0.1895 0.1211 2.4104
O9 1.5122 2.1430 1.6379
O10 2.2025 4.7106 -4.3732
O11 0.7667 -1.3043 -1.0984
O12 1.7954 6.6485 -3.5031
C1 -1.0516 -0.3651 4.4949
C2 1.6095 5.8553 -4.4344
C3 -1.3667 -3.8744 0.9545
C4 -1.0467 -0.2993 2.9802
C5 -0.8021 -4.6975 2.1564
C6 2.3551 1.4028 -2.1913
C7 -1.0040 -3.0262 -2.2248
C8 -0.7367 1.6413 0.4269
H1 -0.8195 0.6028 4.9392
H2 0.5613 6.9715 -5.0167
H3 -0.3170 -4.1734 2.9798
H4 -1.6706 -5.2546 2.5077
H5 -1.5833 -3.8646 -1.8380
H6 -0.1303 1.1795 -0.3523
H7 -1.0774 -1.3220 2.6044
H8 -0.0749 -3.4393 -2.6174
H9 1.3215 -0.1274 -2.4351
H10 -1.6982 1.1343 0.5083
H11 -2.0454 -0.5649 4.8956
H12 -0.3493 -1.1004 4.8875
H13 -1.9755 0.1776 2.6673
H14 -0.0389 -5.3438 1.7230
H15 -1.8983 -4.5831 0.3195
H16 -2.0884 -3.1468 1.3259
H17 -1.5253 -2.4712 -3.0049
H18 -1.0550 2.6584 0.1985


# 3
# C42H37BrCl2EuN5O3S

A structure of composition C42H37BrCl2EuN5O3S (ωB97M-V/def2-TZVPD, the Open Molecules 2025 dataset).

## Properties
- relative energy (zero: lowest compared OMol25 entry of this formula, charge and spin) (eV) = 0.0000
- LUMO (spin up / spin down) (eV) = -0.525 / -0.513
- 2S+1 = 7
- HOMO energy (spin up / spin down) (hartree) = -0.2827 / -0.2827

Element x y z (Å)
Eu1 -0.2960 0.3726 -0.9511
Br1 -0.9857 7.4984 -0.9897
Cl1 3.6571 1.5202 -3.8089
Cl2 3.2465 -2.7116 -7.1265
S1 2.1286 -1.0785 -0.4594
O1 0.2411 0.3968 1.3431
O2 1.0803 0.5723 -2.7905
O3 -0.9236 -1.2604 -2.6281
N1 -1.4215 -1.7657 0.3980
N2 -2.4061 1.6763 -2.3884
N3 1.9495 -0.8639 2.2876
N4 3.2342 -2.5181 1.4788
N5 -2.5910 0.6701 0.1209
C1 0.8622 -1.3195 -4.2070
C2 -1.9664 -1.2212 1.4931
C3 3.4482 -4.7841 0.4909
C4 2.7852 0.1320 -4.3572
C5 0.0300 1.6864 6.1356
C6 -2.2560 2.1704 -3.6219
C7 0.2610 3.6238 -1.8004
C8 -0.9394 4.9558 0.2996
C9 2.5567 -3.5366 3.6728
C10 -4.3576 1.6478 1.9861
C11 -4.2067 2.2822 0.7684
C12 3.9012 -3.3314 0.4678
C13 -0.3735 -3.6428 -0.7592
C14 -1.1702 -2.9910 2.8672
C15 -0.6956 -3.6045 1.7253
C16 1.3829 -2.0971 -5.2627
C17 -0.7279 2.0222 5.0208
C18 -0.5900 5.6414 -0.8504
C19 2.4036 -1.4937 1.1899
C20 -2.7467 0.0392 1.2896
C21 -2.7526 3.4218 -3.9762
C22 -3.6029 3.6506 -1.7702
C23 -0.3982 1.5028 3.7782
C24 2.5729 -1.7619 -5.8302
C25 -3.3067 1.7621 -0.1523
C26 1.4413 0.3096 4.7571
C27 -3.1029 2.3904 -1.4960
C28 -1.8414 -1.7874 2.7517
C29 -1.4979 1.3608 -4.6301
C30 -0.7155 3.5824 0.3446
C31 0.6867 0.6436 3.6368
C32 1.5417 -0.1701 -3.7195
C33 1.1159 0.8306 6.0005
C34 -3.6259 0.5052 2.2562
C35 -0.8399 -2.9686 0.4971
C36 0.0286 4.9942 -1.9058
C37 3.6157 -2.8005 2.8672
C38 -0.1534 2.8470 -0.7078
C39 -3.4069 4.1818 -3.0325
C40 3.2808 -0.6355 -5.3724
C41 0.9822 0.0424 2.2898
C42 -0.3768 -1.7375 -3.6231
H1 -3.7573 -0.0206 3.1892
H2 2.2800 -0.3627 4.6384
H3 -4.7898 3.1593 0.5369
H4 0.7656 3.1422 -2.6361
H5 4.9782 -3.2691 0.6476
H6 4.2259 -0.3747 -5.8297
H7 0.8351 -2.9661 -5.6078
H8 -0.2217 2.0935 7.1067
H9 -0.0890 -4.6735 -0.5512
H10 3.8552 -1.8583 3.3558
H11 -1.1743 -3.6352 -1.4979
H12 2.9388 -3.7642 4.6700
H13 -5.0552 2.0332 2.7184
H14 0.3268 5.5477 -2.7877
H15 3.9124 -5.3295 -0.3323
H16 3.7197 -5.2879 1.4202
H17 -1.3891 5.4802 1.1340
H18 -0.4253 1.4490 -4.4523
H19 -0.9745 1.7574 2.9013
H20 -1.0305 -3.4468 3.8393
H21 -4.0995 4.2354 -1.0115
H22 2.3643 -4.8433 0.3712
H23 1.6717 -2.9102 3.7743
H24 -1.7699 0.3114 -4.5506
H25 -0.8751 -2.5851 -4.1240
H26 2.2724 -4.4757 3.1952
H27 -1.0280 3.0683 1.2507
H28 0.4890 -3.1223 -1.1782
H29 -1.5718 2.6938 5.1194
H30 -1.7105 1.7090 -5.6397
H31 -0.1999 -4.5648 1.7722
H32 4.5309 -3.3927 2.8156
H33 -3.7601 5.1777 -3.2668
H34 3.7081 -2.8941 -0.5057
H35 1.7096 0.5684 6.8672
H36 -2.5920 3.7929 -4.9797
H37 -2.2295 -1.2944 3.6304


# 4
# C3H9N5

An isolated molecule of C3H9N5 at a distorted geometry (ωB97M-V/def2-TZVPD, the Open Molecules 2025 dataset).

## Properties
- relative energy (zero: lowest compared OMol25 entry of this formula, charge and spin) (eV) = 3.7074
- SMILES string = [H]/N=C/N/C(=N\C)NN
- LUMO (eV) = 0.714
- HOMO energy (hartree) = -0.3102

Element x y z (Å)
N1 0.0173 0.7954 0.0164
N2 -0.7552 -1.4061 -0.5687
N3 -1.8871 0.6907 1.8759
N4 1.9887 2.0565 -0.3773
N5 -1.8504 -0.1244 0.7954
C1 1.4295 0.9295 0.0681
C2 0.3981 -1.7457 -1.4815
C3 -0.7633 -0.2793 0.0040
H1 1.9416 -0.0235 0.4152
H2 -0.0945 -2.3387 -2.3828
H3 1.1150 -2.3443 -0.8973
H4 -1.0345 0.2403 2.3034
H5 -2.5767 -0.9212 0.7984
H6 1.0103 -0.7783 -1.8730
H7 -0.4032 1.6521 -0.2160
H8 -1.4984 1.6645 1.5709
H9 2.9628 1.9324 -0.0510


no.,DFT total energy (eV)
1,-117661.3070
2,-117449.9411
3,-183003.8071
4,-10704.3408